This record from the Open Molecules 2025 dataset describes a 2-piece molecular cluster, C25H20F4NO4 overall. The level of theory is ωB97M-V/def2-TZVPD.

```
54
Properties=species:S:1:pos:R:3:forces:R:3
F -3.9789 2.1755 1.1205 0.07 0.04 -1.28
C -3.8981 2.2047 -0.2231 1.22 0.32 1.34
C -2.7761 2.6261 -0.8462 0.38 0.48 2.12
F -1.7120 3.0778 -0.1391 -1.30 -0.62 -0.89
C -2.6842 2.7189 -2.2970 2.78 0.98 -1.52
O -1.6703 3.1386 -2.8790 -2.50 -0.85 1.29
C -3.8704 2.2766 -3.0252 -1.41 -0.57 -1.10
F -3.8045 2.3389 -4.3692 -0.08 -0.06 1.16
C -4.9780 1.8167 -2.4015 -0.03 0.02 -1.83
F -6.0502 1.4031 -3.1027 0.86 0.34 0.55
C -5.0826 1.7358 -0.9467 -2.10 -0.98 1.36
O -6.0902 1.3042 -0.3742 2.03 0.93 -1.18
C 2.1523 3.8428 -0.6610 0.05 0.32 0.20
C 2.4258 2.5525 -1.4060 0.55 -0.47 0.49
C 1.1311 1.9450 -1.9004 -0.45 -0.22 -0.17
C 3.3559 2.8030 -2.5791 0.26 0.01 -0.14
O 3.1727 1.6131 -0.5305 -0.30 1.09 -0.74
C 2.5867 1.2499 0.6756 -1.94 -1.65 0.50
C 1.7238 0.0485 0.5346 1.15 0.95 -1.37
N 1.4486 -0.6687 1.5719 -0.50 -0.37 1.35
C 0.9020 -1.8799 1.6473 0.44 0.35 -0.42
C 0.3568 -2.2774 2.9398 0.38 -0.26 -0.24
C -0.2107 -3.5481 3.2035 -0.07 0.25 0.29
C -0.8105 -3.8053 4.4376 0.16 0.43 0.06
C -0.8235 -2.8168 5.4333 -0.05 -0.15 0.08
C -0.1903 -1.5844 5.2082 0.15 -0.39 -0.57
C 0.4083 -1.3293 3.9754 -0.46 -0.01 0.80
C 0.8163 -2.7026 0.4319 -0.70 0.11 -0.20
C -0.3528 -3.4249 0.1098 0.34 0.00 -0.49
C -0.4803 -4.0382 -1.1394 0.30 0.04 0.08
C 0.5535 -3.9436 -2.0802 -0.13 -0.06 -0.01
C 1.7273 -3.2475 -1.7641 -0.23 -0.04 0.38
C 1.8594 -2.6454 -0.5152 -0.08 -0.48 -0.27
O 2.8004 1.8090 1.7271 0.69 0.59 -0.38
H 3.0984 4.3032 -0.3561 -0.18 -0.08 0.07
H 1.6221 4.5441 -1.3149 0.02 -0.08 0.02
H 1.5369 3.6685 0.2281 0.16 0.01 -0.12
H 1.3030 0.9538 -2.3381 -0.05 0.17 0.15
H 0.3954 1.8737 -1.0923 0.19 -0.20 -0.08
H 0.6774 2.5805 -2.6690 0.23 -0.01 0.10
H 3.6130 1.8650 -3.0845 -0.04 0.12 0.15
H 2.8706 3.4589 -3.3098 0.01 -0.05 0.10
H 4.2769 3.2919 -2.2441 -0.09 -0.15 -0.02
H 1.4738 -0.2502 -0.4947 0.36 -0.04 0.36
H -0.1873 -4.3245 2.4380 0.01 0.22 0.31
H -1.2760 -4.7779 4.6229 0.16 0.30 -0.03
H -1.3132 -3.0123 6.3888 0.11 0.03 -0.22
H -0.1637 -0.8175 5.9814 -0.03 -0.20 -0.08
H 0.9147 -0.3878 3.7692 -0.22 -0.20 0.06
H -1.1698 -3.4682 0.8327 0.22 0.07 -0.34
H -1.3970 -4.5855 -1.3745 0.28 0.15 -0.02
H 0.4472 -4.4154 -3.0582 0.00 0.12 0.23
H 2.5406 -3.1579 -2.4872 -0.24 -0.12 0.15
H 2.7800 -2.1109 -0.2742 -0.38 -0.13 -0.03
```
Forces are in eV/Å.

## Properties
Orbital gap = 1.42 eV
E = -1719.7848 Ha
Energy above the lowest of the compared OMol25 structures with the same formula, charge and spin = 0.0 kcal per mole
Charge = -1
Molar mass = 474.4 g/mol

This record from the Open Molecules 2025 dataset describes a 2-piece molecular cluster, C4H10NOP overall. The level of theory is ωB97M-V/def2-TZVPD.

```
17
Properties=species:S:1:pos:R:3:forces:R:3
C 1.6690 0.0353 0.6518 1.06 0.03 3.69
C 0.1969 -1.9043 0.0186 -1.92 -0.54 0.44
C -0.3450 1.9667 -0.5793 -0.10 3.27 2.61
C 0.7231 -0.5679 -0.2365 -1.69 2.16 0.59
N -0.5202 0.9197 0.4481 3.22 -1.17 -2.02
O 2.4739 0.8794 0.3887 0.87 0.97 -1.51
P -2.0133 0.2796 0.4963 -2.15 -2.09 1.25
H 1.6773 -0.1899 1.7655 -0.75 -0.74 -0.81
H 0.5169 -2.1380 1.0655 -1.03 -0.24 -0.71
H -0.9646 -2.0761 -0.2661 2.35 0.84 1.21
H 0.5633 -2.6804 -0.6116 1.06 -0.36 -0.71
H -0.3385 1.6837 -1.5647 -0.54 -1.27 -2.46
H -1.1371 2.7758 -0.4321 0.54 -1.27 -0.20
H 0.5641 2.6352 -0.5366 -0.32 -1.29 0.83
H 0.8924 -0.0776 -1.1572 -0.29 -0.36 -1.53
H -1.7452 -1.0212 1.2316 -0.40 1.79 -0.43
H -2.2131 -0.5201 -0.6820 0.10 0.27 -0.23
```
Forces are in eV/Å.

## Properties
Orbital gap = 8.65 eV
E = -629.6028 Ha
Energy above the lowest of the compared OMol25 structures with the same formula, charge and spin = 106.1 kcal per mole
Molar mass = 119.1 g/mol

This record from the Open Molecules 2025 dataset describes a 2-piece molecular cluster, C4H9N2 overall. The level of theory is ωB97M-V/def2-TZVPD.

```
15
Properties=species:S:1:pos:R:3:forces:R:3
C -2.0713 -0.1563 1.2456 -0.26 -1.31 1.64
C 1.1768 -0.6426 -0.0212 -0.31 0.25 0.59
C 3.5167 0.2408 0.0631 1.47 -0.91 1.34
C -2.0826 0.0054 -1.1657 -1.95 -2.01 0.87
N 2.2264 -0.2522 0.2397 -1.33 -0.62 -0.82
N -1.5416 -0.2235 0.1155 4.94 0.43 -0.12
H -1.4762 -0.4725 2.1465 -0.45 0.64 -1.03
H -3.1407 -0.0222 1.4026 0.05 0.40 -0.25
H -0.3348 -0.4262 0.0351 -1.93 -0.20 0.46
H 4.0697 -0.5439 -0.4807 0.14 0.45 0.50
H 3.4345 1.0938 -0.5520 0.19 1.15 -0.50
H 3.9173 0.4594 1.0803 0.16 -0.07 -1.06
H -3.0528 0.2491 -0.9424 -2.74 1.21 -0.22
H -1.6944 0.6252 -1.8876 1.77 1.85 -0.77
H -2.2019 -0.9393 -1.6277 0.24 -1.26 -0.62
```
Forces are in eV/Å.

## Properties
Orbital gap = 11.83 eV
E = -266.9805 Ha
Energy above the lowest of the compared OMol25 structures with the same formula, charge and spin = 74.6 kcal per mole
Charge = +1
Molar mass = 85.1 g/mol

This record from the Open Molecules 2025 dataset describes an isolated ion of composition C12H19BF9O4S and charge -1. The level of theory is ωB97M-V/def2-TZVPD.

```
46
Properties=species:S:1:pos:R:3:forces:R:3
C 1.4900 0.8711 2.5797 -0.01 0.04 -0.24
C 0.5386 1.4103 1.5267 -0.84 -0.29 0.15
O -0.7586 0.8700 1.7347 0.21 0.30 0.01
B -1.3425 0.6074 0.3753 -0.14 -0.73 -0.37
C -2.9273 0.9902 0.2033 0.38 -0.20 0.40
C -3.8088 -0.2069 -0.1487 -0.20 0.08 -0.23
C -5.3096 0.0193 0.0946 0.03 -0.48 -0.03
C -6.2164 -0.7767 -0.8268 -0.37 0.51 -0.19
O -6.1206 -2.1872 -0.5319 0.51 -0.01 0.38
C -5.2517 -2.9012 -1.2561 -0.15 -0.09 -0.89
O -5.0459 -2.7683 -2.4351 0.06 0.11 0.46
O -0.4134 1.3377 -0.5430 0.02 0.01 0.05
C 0.8285 1.0776 0.0681 -0.04 0.13 -0.57
C 1.9312 1.8974 -0.6206 -0.17 0.12 -0.12
C 3.0319 1.1069 -1.3535 -0.16 0.13 0.08
C 4.3646 0.9494 -0.6298 0.11 0.10 -0.07
F 5.2872 1.8113 -1.1886 -0.22 -0.04 0.09
F 4.3215 1.2755 0.6827 0.03 -0.10 -0.17
C 5.0635 -0.4481 -0.8071 -0.11 0.17 -0.01
F 6.3771 -0.3141 -0.6266 0.20 0.05 0.15
F 4.8673 -0.8401 -2.0706 0.04 -0.08 -0.18
S 4.5110 -1.8445 0.3556 0.01 0.06 0.00
F 5.1524 -1.0404 1.5670 -0.02 -0.14 0.00
F 3.1201 -1.1365 0.5878 -0.02 -0.05 0.09
F 3.8736 -2.6910 -0.8242 -0.02 0.02 0.03
F 5.8943 -2.6062 0.1234 -0.09 -0.02 0.03
F 4.0893 -2.9794 1.3694 0.03 0.08 -0.07
H 2.5355 0.9746 2.2864 0.05 0.10 0.03
H 1.2655 -0.1900 2.7044 0.06 0.03 0.10
H 1.3373 1.3927 3.5249 -0.01 -0.13 0.07
H 0.4342 2.5072 1.5683 0.43 0.11 0.13
H -1.2069 -0.6379 0.1236 -0.04 0.19 0.07
H -3.0424 1.7661 -0.5615 -0.11 0.12 0.10
H -3.2728 1.3803 1.1712 0.00 0.22 -0.09
H -3.4832 -1.0796 0.4267 0.02 0.03 -0.04
H -3.6592 -0.4701 -1.2027 0.08 0.00 0.01
H -5.5493 -0.2946 1.1158 -0.07 0.29 0.07
H -5.5820 1.0726 -0.0143 0.09 0.03 -0.01
H -5.9873 -0.5957 -1.8786 0.10 -0.15 0.03
H -7.2606 -0.4954 -0.6700 0.01 -0.21 0.05
H -4.7673 -3.6858 -0.6648 -0.17 -0.05 0.18
H 1.0142 0.0001 -0.0662 0.25 -0.07 0.34
H 2.3503 2.6448 0.0574 0.12 -0.07 0.02
H 1.4030 2.4552 -1.3970 0.00 0.04 0.09
H 2.6417 0.1349 -1.6553 0.02 -0.04 0.10
H 3.2820 1.6369 -2.2741 0.08 -0.13 0.00
```
Forces are in eV/Å.

## Properties
Orbital gap = 6.53 eV
E = -2091.4950 Ha
Charge = -1
Molar mass = 441.1 g/mol

This record from the Open Molecules 2025 dataset describes a 14-piece molecular cluster, C24H62N4O28 overall. The level of theory is ωB97M-V/def2-TZVPD.

```
118
Properties=species:S:1:pos:R:3:forces:R:3
C 0.2760 16.9519 4.7936 0.39 -0.50 -0.04
O 1.0414 16.1038 3.9445 -0.11 -0.22 -0.08
H -0.0349 16.3407 5.6412 -0.03 0.07 0.03
H 0.9116 17.7575 5.1695 -0.23 0.23 -0.05
H -0.6184 17.3304 4.2991 0.05 0.17 -0.01
H 0.9841 16.4152 3.0358 -0.02 0.35 0.02
C 2.9340 12.8428 4.2009 0.03 -0.28 -0.73
O 3.4668 12.5831 5.4765 -0.06 -0.20 0.20
H 1.8450 12.7436 4.1485 -0.03 0.33 0.23
H 3.2458 13.8448 3.9168 -0.19 0.10 0.08
H 3.3161 12.1467 3.4396 0.19 0.05 0.10
H 3.2098 11.6882 5.7158 0.07 0.03 0.13
C 5.5233 17.1139 -1.3412 -0.06 -0.35 -0.45
O 5.5176 17.9532 -2.4952 -0.05 -0.02 0.04
H 4.5785 16.5653 -1.3219 -0.07 0.22 0.29
H 6.2891 16.3350 -1.4230 0.24 0.27 0.00
H 5.6780 17.6962 -0.4356 -0.13 -0.16 0.17
H 5.7844 18.8353 -2.2303 0.11 -0.01 -0.07
C 7.9930 16.7812 4.7748 -0.09 -0.31 -0.83
O 8.6914 17.9828 4.4990 0.43 0.00 0.01
H 6.9229 16.9475 4.6510 -0.11 -0.19 0.26
H 8.2801 16.0509 4.0148 0.15 0.19 -0.01
H 8.2217 16.3294 5.7390 -0.10 0.29 0.19
H 8.4149 18.6656 5.1184 0.01 -0.09 0.16
C 4.3320 23.9659 2.1963 0.56 -0.51 0.39
O 4.1149 23.0690 3.2844 -0.30 0.18 -0.12
H 5.2650 23.6906 1.6861 -0.17 0.04 -0.22
H 3.4876 23.8419 1.5250 0.04 0.15 -0.11
H 4.4422 25.0087 2.5049 -0.28 0.00 0.09
H 4.6746 23.3124 4.0270 0.15 0.08 -0.04
C 8.6804 18.6120 0.8926 0.07 -0.77 -0.25
N 9.2368 18.1228 -0.4076 0.59 0.59 0.32
O 9.6964 17.0063 -0.4284 -0.09 -0.32 -0.17
O 9.2251 18.8974 -1.3491 -0.16 -0.14 0.05
H 9.1909 18.1039 1.7055 0.09 -0.01 -0.03
H 7.6562 18.2505 0.8794 -0.14 0.43 0.16
H 8.8070 19.6848 0.9334 -0.32 0.09 -0.07
C 4.0459 18.5554 6.5276 -1.53 -0.29 -0.76
N 4.9908 17.4183 6.4445 0.57 0.14 0.25
O 6.1239 17.5796 6.8618 -0.29 0.21 0.20
O 4.5802 16.3846 5.9608 0.01 0.03 -0.06
H 4.3516 19.4094 5.9333 0.61 -0.04 0.22
H 3.7772 18.7995 7.5488 0.52 -0.04 0.20
H 3.1545 18.1637 6.0360 -0.02 0.15 0.12
C 11.5246 22.4410 1.2457 0.65 0.17 0.35
N 10.3115 23.0341 1.8507 -0.37 0.30 -0.70
O 9.5651 22.2987 2.4578 -0.03 -0.17 0.28
O 10.1029 24.2155 1.6493 0.17 -0.06 0.20
H 11.3189 21.4035 1.0196 0.01 -0.02 -0.10
H 12.3200 22.5260 1.9877 -0.14 -0.18 0.11
H 11.8365 23.0485 0.4055 -0.29 -0.08 -0.21
C 8.0942 24.7507 4.1450 0.13 0.00 1.11
N 7.5842 23.6039 4.9681 0.01 0.50 0.06
O 8.3835 22.8225 5.4174 0.02 -0.12 0.02
O 6.3784 23.5550 5.1466 -0.02 -0.16 -0.04
H 7.6352 25.6477 4.5522 -0.51 -0.07 -0.38
H 7.8360 24.5083 3.1231 0.22 0.30 -0.15
H 9.1476 24.8541 4.3832 0.14 -0.39 -0.59
C 4.0224 16.6900 2.1811 -0.02 -0.25 0.10
O 5.1695 17.5456 2.0625 0.06 -0.04 0.04
C 5.2346 18.6223 2.8511 0.33 -0.43 -0.16
O 4.3447 19.0797 3.5082 -0.45 0.31 0.35
O 6.4846 19.0540 2.7919 0.02 0.16 -1.04
C 6.8600 20.2713 3.3932 0.24 0.23 2.62
H 3.2731 16.9289 1.4305 0.03 0.16 0.05
H 3.5888 16.7313 3.1785 -0.01 0.15 0.01
H 4.3901 15.6802 2.0001 0.08 0.08 -0.04
H 6.1524 21.1013 3.4068 -0.25 -0.20 -0.98
H 7.8682 20.5363 3.0979 -0.16 0.02 -0.65
H 6.9765 20.0861 4.4734 -0.05 -0.06 -0.09
C 10.5926 20.1236 6.1177 1.73 0.36 -0.06
O 9.2195 20.1995 6.3958 -0.34 0.02 -0.50
C 8.8839 20.2308 7.6775 -0.25 -0.01 0.33
O 9.6277 20.0733 8.6045 0.16 0.09 0.20
O 7.5747 20.4533 7.7410 -0.16 -0.13 -0.67
C 7.0062 20.4885 9.0254 0.16 0.14 1.23
H 10.7312 19.9560 5.0536 -0.36 -0.33 0.02
H 11.1196 19.3755 6.7111 -0.37 -0.28 -0.14
H 11.1355 21.0544 6.3334 -0.54 0.13 0.15
H 5.9428 20.2845 8.9721 -0.04 -0.01 -0.39
H 7.1589 21.4725 9.4763 -0.04 0.00 -0.09
H 7.4694 19.7600 9.6917 0.02 -0.07 -0.14
C 11.9839 13.6503 1.3877 -0.17 -1.43 -0.44
O 10.8428 14.3620 1.8254 -0.03 0.44 0.52
C 9.6716 13.8081 1.5441 -0.15 -0.25 -0.16
O 9.4974 12.8751 0.8062 0.03 -0.17 -0.08
O 8.7276 14.4470 2.2271 0.31 0.61 0.26
C 7.3896 14.0148 2.0513 -0.17 -0.81 -0.10
H 12.8527 14.0930 1.8531 0.06 0.32 -0.23
H 12.0057 13.5687 0.2994 0.28 0.59 0.01
H 11.9284 12.5944 1.6885 -0.08 0.26 0.31
H 7.3041 13.4942 1.0980 -0.22 0.27 -0.07
H 6.7390 14.8777 2.1418 0.06 0.14 -0.14
H 7.1319 13.2928 2.8298 0.05 0.10 0.08
C 0.9373 20.3522 3.0091 -0.94 1.01 -0.44
O 0.9124 20.3793 1.5601 0.28 0.07 0.33
C 1.2035 19.2273 0.9756 0.03 -0.01 0.36
O 1.1538 18.1438 1.5072 0.04 -0.30 0.03
O 1.5698 19.4619 -0.2706 -0.05 0.31 -0.11
C 2.0563 18.3385 -0.9936 0.52 -0.16 -0.28
H 0.1007 19.7646 3.3841 0.39 -0.43 0.06
H 0.7027 21.3851 3.2693 0.24 -0.03 0.05
H 1.9231 20.1024 3.3810 0.02 -0.39 0.02
H 2.2866 18.7094 -1.9880 -0.33 -0.09 -0.12
H 1.3421 17.5211 -0.9912 -0.02 0.02 -0.11
H 3.0121 17.9969 -0.5928 -0.19 -0.06 0.26
C 2.0723 15.2800 -3.6924 -0.47 -0.90 -0.62
O 2.4284 15.4649 -2.3341 0.53 0.36 0.15
C 2.1973 14.4524 -1.5078 -0.42 -0.14 0.42
O 1.6330 13.4264 -1.7668 -0.05 -0.10 -0.28
O 2.6448 14.7923 -0.2940 0.18 0.46 -0.22
C 2.0527 14.1041 0.8017 0.10 -0.58 0.18
H 2.3320 16.1755 -4.2421 0.04 0.16 0.18
H 1.0094 15.0475 -3.7862 -0.03 0.29 0.11
H 2.5764 14.4177 -4.1344 0.26 0.12 0.17
H 0.9735 14.2495 0.8021 0.02 0.13 0.12
H 2.5305 14.5053 1.6895 -0.24 0.15 0.05
H 2.2525 13.0315 0.7796 0.03 0.04 -0.24
```
Forces are in eV/Å.

## Properties
Orbital gap = 9.49 eV
E = -3276.9497 Ha
Molar mass = 854.8 g/mol

> Which of these has the lowest E?

C24H62N4O28

> Among the records above, which one has the lowest orbital gap?

C25H20F4NO4